*one*
Density functional theory data (the ωB97M-V functional and the def2-TZVPD basis) for an isolated ion of composition C2H7N4O and charge +1.

Computed properties:
Net charge: +1
Structure (SMILES): [NH3+][C@@H]1CN(O)N=N1
E_LUMO (eV): -4.0
Orbital gap (eV): 9.0814
Molar mass (g/mol): 103.105

Each line ends with the Mulliken charge.
Geometry (Å):
O  1.080  -2.987  -0.477  -0.445
N  1.474  -1.252  1.150  -0.178
N  0.749  -1.769  0.087  0.497
N  -0.698  1.293  0.798  -0.226
N  1.118  -0.126  1.431  -0.399
C  0.204  -0.678  -0.682  -0.786
C  0.500  0.549  0.301  0.168
H  1.158  -3.687  0.276  0.391
H  -0.774  -0.978  -1.047  0.306
H  -0.636  1.368  1.785  0.360
H  -1.558  0.899  0.491  0.348
H  0.779  -0.715  -1.630  0.296
H  1.249  1.150  -0.144  0.320
H  -0.832  2.217  0.441  0.350

---

*two*
Density functional theory data (the ωB97M-V functional and the def2-TZVPD basis) for an isolated ion of composition C2H7N4O and charge +1.

Computed properties:
Net charge: +1
Structure (SMILES): [H]/N=N/C(=[NH2+])ONC
E_LUMO (eV): -5.6
Orbital gap (eV): 8.6554
Molar mass (g/mol): 103.105

Each line ends with the Mulliken charge.
Geometry (Å):
O  0.400  0.618  0.839  -0.237
N  1.180  -0.622  0.693  -0.307
N  -1.354  -1.517  -0.394  -0.333
N  -1.366  1.807  0.238  -0.309
N  -1.595  -0.475  0.160  0.038
C  -0.814  0.617  0.338  0.744
C  1.720  -0.511  -0.628  -0.753
H  0.975  -0.697  -1.369  0.264
H  -2.235  -2.234  -0.326  0.326
H  2.384  -1.413  -0.788  0.334
H  1.877  -0.680  1.483  0.317
H  -2.309  2.013  -0.202  0.283
H  -0.896  2.558  0.717  0.264
H  2.034  0.535  -0.762  0.370

---

Need the numbers? Relative energies in kJ/mol: *one* 27.8; *two* 0.0.

---

*one*
Density functional theory data (the ωB97M-V functional and the def2-TZVPD basis) for an isolated ion of composition C4H9FN3 and charge +1.

Computed properties:
Net charge: +1
Structure (SMILES): C[N@H+]1C=C(F)N(N)C1
E_LUMO (eV): -3.2
Orbital gap (eV): 9.8743
Molar mass (g/mol): 118.135

Each line ends with the Mulliken charge.
Geometry (Å):
F  -1.619  -1.866  1.237  -0.238
N  1.025  -1.433  2.062  -0.691
N  -0.229  0.942  -0.492  0.101
N  0.178  -0.596  1.208  0.173
C  0.128  1.046  -1.917  -0.952
C  0.829  0.461  0.416  -0.632
C  -0.974  -0.963  0.604  0.624
C  -1.260  -0.060  -0.322  -0.659
H  0.487  -1.469  2.945  0.293
H  1.244  1.152  1.145  0.368
H  -2.199  0.162  -0.911  0.379
H  0.989  1.481  -2.286  0.430
H  1.542  0.046  -0.188  0.392
H  -0.510  1.856  -0.135  0.373
H  0.980  -2.310  1.489  0.292
H  0.195  0.063  -2.368  0.418
H  -0.805  1.487  -2.484  0.329

---

*two*
Density functional theory data (the ωB97M-V functional and the def2-TZVPD basis) for an isolated ion of composition C4H9FN3 and charge +1.

Computed properties:
Net charge: +1
E_LUMO (spin up / spin down) (eV): -4.7 / -4.7
Orbital gap (spin up / spin down) (eV): 7.6917 / 7.9838
Molar mass (g/mol): 118.135

Each line ends with the Mulliken charge.
Geometry (Å):
F  1.926  1.280  1.663  -0.180
N  0.281  -0.235  1.202  -0.048
N  0.024  0.602  -1.442  -0.529
N  -0.538  -0.474  -0.976  0.211
C  -0.387  0.909  -2.740  -0.803
C  -0.409  -0.867  0.288  -0.123
C  0.323  -0.863  2.535  -0.940
C  0.881  0.919  0.978  0.225
H  -1.062  -1.052  -1.605  0.306
H  0.685  1.585  0.065  0.438
H  0.388  1.490  -3.265  0.298
H  -1.411  1.281  -2.557  0.361
H  -0.693  -0.673  3.001  0.372
H  -0.596  0.035  -3.345  0.285
H  -1.008  -1.654  0.683  0.430
H  1.043  -0.300  3.079  0.351
H  0.553  -1.984  2.436  0.345

---

Need the numbers? Relative energies in kJ/mol: *one* 0.0; *two* 50.3.

---

*one*
Density functional theory data (the ωB97M-V functional and the def2-TZVPD basis) for the molecule C3H10N4O.

Computed properties:
Structure (SMILES): CCN/C(=N/[NH3+])N[O-]
E_LUMO (eV): 0.6
Orbital gap (eV): 8.9068
Molar mass (g/mol): 118.140

Each line ends with the Mulliken charge.
Geometry (Å):
O  2.645  1.537  0.095  -0.623
N  1.190  1.230  0.053  -0.143
N  -0.576  -0.209  -0.337  -0.163
N  1.310  -1.153  0.347  -0.581
N  2.817  -0.988  -0.014  -0.416
C  -1.555  0.444  0.290  -0.345
C  -3.044  -0.097  0.067  -1.194
C  0.736  -0.084  -0.091  0.240
H  -3.039  -0.893  0.779  0.379
H  2.747  0.233  -0.191  0.457
H  -1.610  1.530  0.077  0.213
H  -1.069  -1.169  -0.602  0.313
H  3.483  -1.490  0.808  0.306
H  -3.690  0.736  0.085  0.373
H  0.701  1.709  -0.810  0.250
H  3.373  -1.435  -0.833  0.320
H  -1.156  0.578  1.307  0.334
H  -3.263  -0.478  -1.029  0.278

---

*two*
Density functional theory data (the ωB97M-V functional and the def2-TZVPD basis) for the molecule C3H10N4O.

Computed properties:
Structure (SMILES): CN(N)N(C)C(N)=O
E_LUMO (eV): 0.9
Orbital gap (eV): 9.4246
Molar mass (g/mol): 118.140

Each line ends with the Mulliken charge.
Geometry (Å):
O  1.754  0.582  -1.022  -0.619
N  0.829  0.351  1.340  -0.579
N  -0.569  -0.077  -0.385  0.027
N  1.358  -1.626  -0.857  -0.468
N  -0.601  0.713  0.751  -0.197
C  -1.468  -1.218  -0.283  -0.945
C  -0.558  2.136  0.395  -0.726
C  1.042  -0.306  -0.576  0.526
H  1.642  0.966  1.268  0.306
H  0.788  -0.491  1.909  0.281
H  2.025  -1.696  -1.615  0.295
H  -0.524  2.738  1.306  0.297
H  -1.485  2.369  -0.137  0.276
H  -1.098  -1.991  0.407  0.345
H  0.604  -2.272  -1.040  0.236
H  -2.453  -0.915  0.083  0.296
H  0.269  2.401  -0.269  0.312
H  -1.554  -1.664  -1.277  0.337

---

Need the numbers? Relative energies in kJ/mol: *one* 316.0; *two* 0.0.

---

*one*
Density functional theory data (the ωB97M-V functional and the def2-TZVPD basis) for a 2-piece molecular cluster, C5H12S overall.

Computed properties:
Structure (SMILES): C=CC.CSC
E_LUMO (eV): 1.0
Orbital gap (eV): 9.4876
Molar mass (g/mol): 104.218

Each line ends with the Mulliken charge.
Geometry (Å):
S  0.157  -2.093  -1.049  -0.069
C  -0.632  -1.065  -2.299  -0.701
C  -0.721  2.110  0.683  -0.755
C  -1.005  0.979  1.334  0.141
C  1.682  -1.152  -0.869  -0.755
C  -0.152  0.379  2.411  -0.964
H  0.187  2.680  0.912  0.231
H  2.242  -1.107  -1.818  0.333
H  -0.032  -1.021  -3.223  0.288
H  0.179  -0.632  2.118  0.186
H  -0.720  0.304  3.353  0.328
H  -1.613  -1.509  -2.537  0.296
H  -1.925  0.439  1.073  0.279
H  -0.792  -0.036  -1.934  0.153
H  0.740  1.004  2.586  0.283
H  1.483  -0.122  -0.529  0.169
H  2.308  -1.657  -0.115  0.282
H  -1.385  2.501  -0.097  0.276

---

*two*
Density functional theory data (the ωB97M-V functional and the def2-TZVPD basis) for the molecule C5H12S.

Computed properties:
Structure (SMILES): CCCSCC
E_LUMO (eV): 1.1
Orbital gap (eV): 9.4547
Molar mass (g/mol): 104.218

Each line ends with the Mulliken charge.
Geometry (Å):
S  0.286  0.550  -1.809  -0.145
C  0.235  1.135  2.227  -1.152
C  0.048  -2.084  -1.407  -0.863
C  0.131  1.545  -0.177  -0.624
C  -0.788  -0.902  -1.420  -0.697
C  0.574  0.547  0.914  -0.206
H  0.982  1.885  2.350  0.336
H  0.703  2.510  -0.090  0.369
H  -1.063  1.701  -0.116  0.273
H  0.097  -0.410  0.675  0.110
H  -0.782  1.681  2.214  0.280
H  0.623  -2.054  -2.347  0.272
H  -1.491  -1.110  -2.233  0.382
H  -1.390  -0.719  -0.538  0.400
H  -0.634  -2.911  -1.640  0.299
H  1.583  0.460  0.806  0.370
H  0.681  -2.197  -0.458  0.274
H  0.204  0.372  3.049  0.323

---

Need the numbers? Relative energies in kJ/mol: *one* 0.0; *two* 46.2.